1.
A 2-piece molecular cluster, C2H2N2O3 overall in a non-equilibrium geometry. Source: the Open Molecules 2025 dataset; level of theory: ωB97M-V with the def2-TZVPD basis set.

Geometry as XYZ:
```
9
Properties=species:S:1:pos:R:3:mulliken_charge:R:1
O -1.006 -0.812 -1.339 -0.367
O 0.557 -1.157 1.930 -0.379
O -0.925 0.324 1.351 -0.248
N 1.801 1.088 -1.537 -0.290
N -0.244 -0.058 2.251 0.225
C 0.724 0.704 -1.600 0.272
C -0.647 0.270 -1.753 0.111
H 1.131 -1.416 2.783 0.404
H -1.390 1.057 -2.086 0.273
```

Results
- Multiplicity: 1
- HOMO level: -0.390 Ha
- SMILES: N#CC=O.O=NO
- Energy: -11224.5868 eV
- LUMO: -0.68 eV
- ΔE to the lowest compared entry with this formula, charge and spin: 4.218 eV



2.
The molecule C2H4N2O2 in a non-equilibrium geometry. Source: the Open Molecules 2025 dataset; level of theory: ωB97M-V with the def2-TZVPD basis set.

Geometry as XYZ:
```
10
Properties=species:S:1:pos:R:3:mulliken_charge:R:1
O 2.841 -0.648 -0.037 -0.497
O -2.078 -0.951 0.080 -0.401
N 0.590 -0.298 -0.098 -0.122
N -1.734 0.382 -0.069 -0.437
C 1.922 0.121 0.094 0.204
C -0.470 0.576 0.022 0.133
H -3.106 -0.801 0.013 0.389
H 0.333 -1.275 -0.145 0.270
H -0.314 1.622 -0.217 0.246
H 2.016 1.271 0.357 0.214
```

Results
- Multiplicity: 1
- HOMO level: -0.345 Ha
- SMILES: O=CN/C=N\O
- Energy: -9212.0128 eV
- LUMO: 0.81 eV
- ΔE to the lowest compared entry with this formula, charge and spin: 3.210 eV



3.
C25H41BMnN9 as an isolated structure. Source: the Open Molecules 2025 dataset; level of theory: ωB97M-V with the def2-TZVPD basis set.

Geometry as XYZ:
```
77
Properties=species:S:1:pos:R:3:mulliken_charge:R:1
Mn 0.579 0.587 -0.266 -0.189
N -0.453 0.567 -1.981 0.569
N -0.015 -0.888 1.000 1.512
N 0.205 2.501 0.193 0.578
N 0.252 3.339 -0.876 0.166
N -2.290 -0.591 0.716 -0.107
N 2.051 2.204 -2.153 0.168
N 2.250 1.156 -1.321 0.477
N -0.290 1.694 -2.723 -0.001
N -1.565 -2.300 2.095 0.132
C -1.258 -1.267 1.275 -0.419
C 4.101 -0.361 -0.687 0.333
C -1.322 1.914 2.999 -1.296
C 3.180 2.494 -2.809 -0.133
C -0.975 -2.677 -3.194 -1.701
C -1.617 0.371 -3.883 -1.148
C 1.047 -1.551 1.769 -0.385
C -0.227 4.588 0.871 -1.553
C -0.059 3.259 1.272 0.257
C -3.681 -0.716 1.140 -0.766
C -0.025 4.586 -0.492 -0.201
C -1.581 -1.643 -2.242 1.954
C 3.337 -1.655 -0.987 -1.188
C 4.150 -0.009 0.804 -1.282
C -0.995 1.600 -3.853 -0.542
C -3.095 -1.822 -2.162 -1.628
C -0.082 2.747 2.687 0.369
C -0.532 -3.144 2.701 -0.787
C -1.241 -0.254 -2.687 -0.177
C -2.937 -2.578 2.532 -0.691
C -3.945 -2.159 1.491 -0.475
C 3.525 0.782 -1.466 0.233
C 1.193 1.973 3.023 -1.343
C 4.156 1.610 -2.400 -1.578
C 0.757 -3.025 1.934 -0.857
B 0.649 2.823 -2.269 -0.125
H 2.082 2.600 2.935 0.392
H -1.373 -2.555 -4.204 0.340
H 2.268 -1.554 -0.790 -0.030
H -3.000 -3.647 2.729 0.468
H -4.316 -0.384 0.327 0.467
H 1.318 1.121 2.352 -0.079
H -2.241 -0.029 -4.665 0.571
H 3.712 -2.483 -0.381 0.396
H -1.213 -3.689 -2.859 0.457
H -3.351 -2.784 -1.710 0.317
H 5.182 1.562 -2.725 0.512
H -4.954 -2.284 1.883 0.391
H 4.782 0.864 0.976 0.413
H -0.027 5.390 -1.211 0.491
H -0.981 2.403 -4.573 0.504
H -2.038 0.196 0.137 0.158
H 1.144 -1.083 2.757 0.307
H -0.441 5.433 1.504 0.512
H -1.393 1.723 4.072 0.522
H -2.237 2.419 2.680 0.405
H 1.149 1.579 4.040 0.447
H 3.163 0.241 1.192 0.213
H 0.658 -3.490 0.949 0.291
H 4.545 -0.839 1.393 0.387
H 0.111 -2.579 -3.248 0.356
H 1.988 -1.408 1.261 -0.560
H -0.906 -4.168 2.703 0.503
H 1.560 -3.530 2.471 0.422
H -3.134 -2.060 3.476 0.232
H -0.382 -2.847 3.743 0.317
H 3.435 -1.930 -2.038 0.400
H -3.534 -1.800 -3.163 0.459
H 0.644 3.722 -3.068 -0.088
H -3.566 -1.025 -1.590 0.281
H -3.879 -0.073 2.003 0.321
H -1.138 -1.790 -1.256 -0.539
H 5.127 -0.493 -1.034 0.466
H -3.844 -2.780 0.598 0.115
H -1.263 0.956 2.495 0.167
H 3.207 3.302 -3.522 0.497
H -0.114 3.640 3.314 0.625
```

Results
- Multiplicity: 2
- HOMO level (alpha / beta): -0.414 / -0.401 Ha
- Energy: -71996.4661 eV
- LUMO (alpha / beta): -1.98 / -1.82 eV
- ΔE to the lowest compared entry with this formula, charge and spin: 0.000 eV
- Charge: +1
- <S²>: 1.16



4.
C14H34F2N2O7P2ReSSi4Te as an isolated structure in a non-equilibrium geometry. Source: the Open Molecules 2025 dataset; level of theory: ωB97M-V with the def2-TZVPD basis set.

Geometry as XYZ:
```
68
Properties=species:S:1:pos:R:3:mulliken_charge:R:1
Re -0.096 0.281 -2.661 1.485
Te 0.475 0.730 -0.278 -1.148
S 0.434 -2.048 -2.453 -0.366
P 0.687 3.266 -3.431 0.679
P 1.585 0.943 -4.920 0.933
Si 0.435 2.144 3.084 0.371
Si -2.563 -0.251 2.348 0.906
Si -0.286 0.171 2.065 0.204
Si 1.085 -1.624 2.636 0.376
F -2.459 -0.432 -0.975 -0.193
F -2.628 -0.928 -3.092 -0.258
O 1.778 3.131 -2.263 -0.318
O -0.469 2.324 -3.037 -0.486
O 0.191 0.315 -4.745 -0.561
O 1.486 2.506 -4.664 -0.332
O 0.454 4.670 -3.756 -0.731
O 2.403 0.601 -6.087 -0.742
O 2.325 0.433 -3.538 -0.492
N -0.610 -2.798 -4.849 -0.435
N 1.640 -2.260 -4.814 0.101
C 1.734 -2.224 -6.151 -0.166
C -2.131 0.017 -2.223 0.167
C 0.333 1.970 4.945 -1.022
C -0.697 3.525 2.534 -1.009
C 2.875 -1.112 2.473 -1.060
C 0.751 -3.038 1.464 -0.483
C 0.749 -2.158 4.397 -1.008
C 0.461 -2.420 -4.168 0.256
C -3.622 1.053 1.551 -0.938
C 0.620 -2.505 -6.888 -0.514
C -2.847 -0.221 4.199 -1.155
C -2.967 -1.953 1.706 -1.069
C 2.185 2.596 2.615 -0.933
C -0.528 -2.835 -6.175 -0.097
H -4.681 0.840 1.720 0.383
H 0.798 -2.690 0.428 -0.222
H 0.502 2.939 5.423 0.372
H -0.242 -3.465 1.622 0.233
H 3.526 -1.990 2.441 0.389
H 2.911 1.873 2.995 0.262
H 2.434 3.581 3.018 0.375
H -2.149 -0.881 4.724 0.274
H -2.701 -2.048 0.652 0.281
H -0.646 1.602 5.265 0.260
H -2.421 -2.717 2.266 0.256
H 0.815 -1.311 5.086 0.273
H 0.636 -2.443 -7.964 0.431
H 2.174 3.999 -2.134 0.280
H -0.331 4.494 2.886 0.390
H -1.433 -3.135 -6.691 0.430
H 1.490 -3.835 1.587 0.404
H -0.251 -2.590 4.496 0.271
H 3.202 0.841 -3.531 0.293
H 3.026 -0.541 1.553 0.303
H -3.403 2.042 1.959 0.266
H -1.713 3.388 2.912 0.231
H -2.682 0.945 -2.391 0.300
H 3.189 -0.484 3.311 0.250
H 2.431 -1.995 -4.237 0.332
H 1.087 1.273 5.322 0.265
H 2.291 2.632 1.528 0.230
H -0.750 3.562 1.442 0.300
H 1.474 -2.911 4.717 0.380
H -4.036 -2.160 1.806 0.405
H -2.721 0.787 4.603 0.241
H -3.450 1.087 0.475 0.131
H 2.702 -2.007 -6.575 0.387
H -3.863 -0.552 4.436 0.385
```

Results
- Multiplicity: 4
- HOMO level (alpha / beta): -0.272 / -0.292 Ha
- Energy: -108174.1361 eV
- LUMO (alpha / beta): -1.21 / -1.34 eV
- ΔE to the lowest compared entry with this formula, charge and spin: 0.000 eV
- <S²>: 3.79



5.
A 8-piece molecular cluster, C5H20ClO13 overall in a non-equilibrium geometry. Source: the Open Molecules 2025 dataset; level of theory: ωB97M-V with the def2-TZVPD basis set.

Geometry as XYZ:
```
39
Properties=species:S:1:pos:R:3:mulliken_charge:R:1
Cl 0.302 1.681 0.752 1.642
O -2.886 1.497 2.757 -0.672
O 1.709 -0.822 4.699 -0.495
O 0.970 -1.767 -3.860 -0.408
O 1.691 1.647 0.422 -0.650
O -0.474 0.931 -0.235 -0.573
O 0.792 4.543 -1.378 -0.650
O -3.446 -0.648 0.682 -0.652
O -1.238 2.615 -2.582 -0.686
O -0.281 3.015 0.831 -0.774
O 3.188 -2.023 -3.993 -0.564
O 0.113 1.055 2.055 -0.663
O 2.138 -2.177 -2.006 -0.337
O -0.411 -2.070 2.279 -0.643
C 0.030 -1.659 -2.782 0.840
C 2.730 -0.142 4.005 -0.445
C 0.790 -2.282 -1.603 -0.074
C -1.281 -2.312 -3.129 -1.478
C 2.190 -2.004 -3.351 0.610
H 3.117 -0.681 3.134 0.234
H -1.142 2.066 -1.791 0.336
H -0.208 -1.347 1.674 0.306
H -0.112 -0.601 -2.551 -0.006
H 0.317 4.257 -0.579 0.380
H -1.014 -1.661 2.907 0.337
H -0.504 3.240 -2.500 0.383
H -3.806 0.023 1.273 0.325
H -1.815 -2.536 -2.201 0.388
H 1.784 -1.765 4.535 0.296
H 0.554 -1.664 -0.735 0.004
H -1.111 -3.241 -3.667 0.381
H -1.940 1.360 2.608 0.316
H -2.644 -0.226 0.350 0.318
H -1.919 -1.625 -3.683 0.341
H 2.324 0.806 3.655 0.122
H -3.077 2.318 2.291 0.327
H 0.485 -3.295 -1.324 0.282
H 0.465 5.424 -1.578 0.311
H 3.617 0.071 4.621 0.292
```

Results
- Multiplicity: 1
- HOMO level: -0.285 Ha
- Energy: -44645.4701 eV
- LUMO: 2.88 eV
- Charge: -1



> energy of number 3 (C25H41BMnN9)?

-71996.4661 eV



> Look up the multiplicity of the first one.

1